[1]
The following is a DFT calculation (ωB97M-V with the def2-TZVPD basis set) of 4 unconnected molecules or ions with the total composition C25H53N4O8.

The spin multiplicity is 1. For the HOMO-LUMO gap, the calculation gives 4.92 eV. Its energy relative to the best compared isomer or geometry (same formula, charge and spin) is 181.7 kcal/mol. The calculation puts the highest occupied orbital energy at -9.888 eV. As for the net charge: +1. Its maximum force is 5.25 eV/A.

```
90
Properties=species:S:1:pos:R:3:forces:R:3
C 5.118 -1.512 2.861 -0.6 1.2 0.8
C 3.933 -0.432 2.729 -2.0 -1.0 -0.1
C 2.470 -1.020 2.756 0.6 5.2 -0.3
C 1.310 0.026 2.674 3.1 0.0 0.1
C -0.185 -0.580 2.753 -2.0 -1.4 -1.5
O -0.778 -1.116 1.799 2.9 2.4 3.7
O -0.796 -0.503 4.063 2.0 -0.7 -2.1
C 1.649 1.541 2.562 3.2 -2.1 0.2
C 3.150 1.966 2.537 -2.5 -2.4 0.3
N 4.213 0.977 2.628 -3.9 -1.3 0.0
H 6.117 -1.055 2.552 -1.4 -0.8 0.2
H 4.858 -2.479 2.305 0.4 1.7 0.7
H 5.185 -1.761 3.990 -0.1 0.2 -1.8
H 2.282 -2.144 2.849 0.5 1.9 -0.2
H -0.562 -1.351 4.515 -0.4 0.8 -0.3
H 0.816 2.326 2.492 1.6 -1.3 0.1
H 3.474 3.062 2.477 -0.5 -1.9 0.1
H 5.193 1.307 2.613 -0.8 -0.4 0.0
C -0.666 3.362 -4.631 0.2 0.2 0.2
O -0.725 3.543 -3.224 -0.2 -0.1 -0.3
C -1.930 3.055 -2.626 0.2 -0.1 0.5
C -1.681 1.753 -1.858 0.0 0.1 -0.6
N -1.407 0.636 -2.761 0.3 0.1 0.3
C -0.818 -0.541 -2.116 0.0 0.2 -0.2
C 0.489 -0.368 -1.323 0.0 -0.5 -0.2
O 1.641 -0.102 -2.118 -0.2 0.1 0.4
C 1.748 1.238 -2.572 0.4 -0.3 -0.2
H 0.142 3.987 -5.017 -0.1 0.0 0.1
H -0.436 2.325 -4.889 -0.1 -0.1 -0.2
H -1.599 3.664 -5.113 0.0 -0.1 0.0
H -2.736 2.947 -3.356 0.2 -0.1 0.0
H -2.242 3.818 -1.905 0.0 -0.1 -0.1
H -2.562 1.517 -1.252 0.0 0.0 0.0
H -0.841 1.937 -1.179 0.0 0.1 0.2
H -0.774 0.943 -3.489 -0.1 0.0 0.0
H -0.628 -1.266 -2.914 0.0 0.0 0.2
H -1.573 -0.988 -1.460 0.1 0.1 0.1
H 0.692 -1.327 -0.834 0.0 0.0 -0.1
H 0.403 0.363 -0.511 0.0 0.2 -0.1
H 1.404 1.960 -1.828 -0.2 0.0 0.0
H 1.212 1.356 -3.512 -0.1 0.3 0.0
H 2.804 1.442 -2.781 -0.1 -0.1 0.1
C 7.586 -8.304 3.763 -0.1 0.1 -0.3
O 6.303 -8.315 3.154 0.1 -0.2 0.4
C 5.313 -9.028 3.899 -0.5 0.2 -0.3
C 4.332 -8.070 4.580 0.5 -0.2 0.1
N 4.964 -7.342 5.681 -0.2 0.3 -0.3
C 4.217 -6.171 6.147 0.3 -0.1 -0.1
C 3.856 -5.075 5.129 -0.1 0.1 0.4
O 4.962 -4.309 4.656 -0.3 0.0 -0.2
C 5.748 -4.958 3.668 0.2 0.4 0.1
H 8.311 -7.978 3.015 -0.1 0.0 0.0
H 7.624 -7.594 4.594 0.1 -0.1 0.2
H 7.872 -9.298 4.114 0.0 0.0 0.1
H 5.761 -9.727 4.613 0.1 0.2 0.0
H 4.752 -9.622 3.169 0.0 0.0 0.1
H 3.481 -8.639 4.968 0.0 0.0 0.0
H 3.961 -7.389 3.808 -0.1 -0.1 -0.2
H 5.883 -7.032 5.391 -0.1 -0.1 0.0
H 4.829 -5.709 6.929 -0.1 0.0 0.0
H 3.299 -6.519 6.632 0.0 0.1 -0.1
H 3.210 -4.360 5.650 0.1 0.0 0.0
H 3.260 -5.451 4.290 0.2 -0.1 -0.1
H 5.146 -5.555 2.980 0.0 -0.1 0.1
H 6.517 -5.563 4.144 0.0 -0.2 -0.2
H 6.267 -4.189 3.085 -0.1 0.0 0.1
C -7.133 7.461 -5.995 0.2 0.2 0.2
O -7.188 7.642 -4.589 -0.4 -0.1 -0.3
C -8.385 7.148 -3.985 0.2 -0.1 0.6
C -8.126 5.849 -3.215 0.0 0.1 -0.5
N -7.850 4.732 -4.119 0.2 0.1 0.2
C -7.252 3.559 -3.474 0.1 0.1 -0.2
C -5.942 3.739 -2.685 -0.1 -0.4 -0.1
O -4.795 4.011 -3.484 -0.3 0.2 0.3
C -4.697 5.351 -3.938 0.4 -0.2 -0.2
H -6.331 8.090 -6.385 -0.1 0.0 0.1
H -6.898 6.425 -6.253 -0.1 -0.1 -0.2
H -8.070 7.756 -6.475 0.0 -0.1 0.0
H -9.194 7.034 -4.713 0.1 -0.1 -0.1
H -8.699 7.910 -3.264 0.0 -0.1 -0.1
H -9.004 5.609 -2.606 0.0 0.0 0.0
H -7.286 6.039 -2.540 0.0 0.1 0.2
H -7.221 5.042 -4.849 -0.1 0.0 0.1
H -7.061 2.835 -4.272 0.0 0.0 0.1
H -8.002 3.109 -2.815 0.1 0.1 0.1
H -5.734 2.782 -2.196 0.0 0.0 -0.1
H -6.030 4.470 -1.873 0.0 0.2 -0.1
H -5.042 6.071 -3.193 -0.1 0.0 -0.1
H -5.236 5.466 -4.877 -0.1 0.3 0.0
H -3.643 5.562 -4.150 -0.1 -0.1 0.1
```
Positions in Å, forces in eV/Å.

Atom charges from the Löwdin analysis, given in e for atoms 1 to 6: -0.0323 -0.1155 0.1079 -0.0044 -0.3511 0.1279

=====

[2]
The following is a DFT calculation (ωB97M-V with the def2-TZVPD basis set) of 7 unconnected molecules or ions with the total composition C25H53NO9.

The spin multiplicity is 1. For the HOMO-LUMO gap, the calculation gives 8.25 eV. Its energy relative to the best compared isomer or geometry (same formula, charge and spin) is 6.2 kcal/mol. The calculation puts the highest occupied orbital energy at -9.340 eV. As for the net charge: 0. Its maximum force is 1.42 eV/A. Its structure (SMILES) is CC(=O)N(C)CCCCC1=CC(=O)C=CC1=O.CCO.CCO.CCO.CCO.CCO.CCO.

```
88
Properties=species:S:1:pos:R:3:forces:R:3
C 0.155 -2.598 -2.315 -0.1 0.0 -0.6
C 0.878 -1.299 -2.082 1.0 0.2 0.0
O 1.899 -1.326 -1.402 -0.3 0.2 -0.4
N 0.413 -0.079 -2.594 -1.0 -0.4 1.0
C 0.455 0.888 -1.441 0.0 -0.4 -0.1
C -0.981 -0.108 -3.103 0.6 0.0 -0.1
C -1.167 -0.781 -4.450 -0.5 0.1 0.0
C -2.648 -1.004 -4.777 0.5 -0.2 -0.3
C -3.307 -2.166 -4.031 0.1 0.1 0.2
C -3.731 -1.859 -2.622 0.0 -0.1 0.2
C -3.632 -2.713 -1.595 0.0 0.4 -0.4
C -4.060 -2.278 -0.237 -0.4 -0.6 0.5
O -4.621 -3.019 0.552 0.6 0.5 -0.4
C -3.784 -0.841 0.055 0.0 0.4 -0.7
C -3.904 0.028 -0.957 0.2 -0.6 0.6
C -4.285 -0.499 -2.301 -0.3 0.4 -0.1
O -4.996 0.133 -3.058 0.5 -0.3 0.2
H 0.515 -3.347 -1.626 0.1 0.0 0.3
H 0.385 -2.965 -3.313 0.1 0.0 -0.1
H -0.923 -2.504 -2.262 -0.2 0.0 0.1
H 0.088 0.338 -0.575 0.0 0.2 0.3
H -0.211 1.723 -1.596 0.0 0.2 -0.4
H 1.454 1.226 -1.216 0.2 0.1 -0.1
H -1.286 0.921 -3.254 0.1 0.3 0.1
H -1.623 -0.505 -2.313 -0.2 -0.2 -0.1
H -0.784 -0.107 -5.212 0.3 0.1 -0.1
H -0.630 -1.716 -4.549 0.1 -0.1 0.0
H -3.189 -0.073 -4.640 -0.2 0.1 0.0
H -2.693 -1.229 -5.840 -0.1 0.0 -0.2
H -2.591 -2.984 -3.960 0.1 -0.2 -0.1
H -4.143 -2.553 -4.607 -0.3 0.1 0.0
H -3.229 -3.705 -1.736 -0.2 -0.3 0.1
H -3.498 -0.536 1.048 -0.2 -0.1 0.2
H -3.720 1.083 -0.828 -0.2 0.2 -0.1
C 0.137 1.871 2.984 0.0 -0.1 -0.3
C 0.325 2.870 1.860 -0.2 -0.1 0.1
O -0.624 2.659 0.811 0.1 0.0 -0.1
H 0.239 0.854 2.600 0.1 0.0 0.0
H 0.874 2.021 3.771 0.0 0.0 0.0
H -0.855 1.961 3.421 0.0 0.1 0.1
H 1.312 2.762 1.412 0.0 0.0 -0.1
H 0.228 3.894 2.236 0.1 0.0 0.0
H -1.504 2.762 1.183 0.0 0.0 0.1
C 2.399 -3.649 0.693 0.0 -0.2 0.1
C 1.478 -4.366 1.661 0.3 -0.1 0.0
O 1.778 -5.759 1.757 -0.2 0.0 -0.1
H 2.333 -4.095 -0.299 0.0 0.0 0.0
H 2.148 -2.594 0.618 0.0 0.0 -0.1
H 3.440 -3.737 1.015 0.0 0.1 0.1
H 0.442 -4.297 1.330 0.0 -0.1 0.0
H 1.546 -3.918 2.659 -0.1 0.1 0.0
H 2.685 -5.841 2.062 0.1 0.0 0.0
C 3.072 -1.944 4.638 0.0 0.0 0.0
C 2.921 -1.248 3.296 0.3 0.1 0.2
O 3.186 0.147 3.405 -0.3 0.0 0.0
H 2.395 -1.504 5.371 0.0 0.0 0.0
H 2.855 -3.011 4.558 0.0 0.0 0.0
H 4.089 -1.827 5.021 0.0 -0.1 0.0
H 1.901 -1.351 2.928 0.0 0.1 -0.1
H 3.597 -1.687 2.556 -0.1 -0.1 0.0
H 4.090 0.251 3.712 0.1 0.0 0.0
C 4.845 1.421 -2.515 0.0 0.0 0.0
C 4.991 0.932 -1.084 -0.2 -0.1 -0.1
O 3.731 0.818 -0.440 0.2 0.2 0.0
H 4.342 2.388 -2.534 0.0 0.0 0.0
H 5.818 1.521 -3.000 0.0 0.0 0.0
H 4.238 0.724 -3.097 0.0 0.0 0.0
H 5.582 1.636 -0.499 0.0 0.0 0.0
H 5.499 -0.039 -1.063 0.1 0.1 0.0
H 3.203 0.185 -0.944 -0.1 -0.3 0.1
C -0.189 1.715 7.920 0.0 -0.1 -0.1
C -0.055 2.707 6.779 -0.2 0.0 0.1
O -1.042 2.491 5.773 0.1 0.0 0.1
H -0.104 0.694 7.545 0.0 0.0 0.0
H 0.583 1.877 8.674 0.0 0.0 0.0
H -1.166 1.808 8.400 0.0 0.1 0.0
H 0.913 2.599 6.291 0.0 0.0 -0.1
H -0.136 3.733 7.153 0.1 0.0 0.0
H -1.905 2.595 6.184 0.0 0.0 0.0
C -2.965 4.255 -4.475 0.0 -0.1 0.0
C -2.514 3.579 -3.194 0.1 0.2 -0.1
O -1.109 3.325 -3.196 -0.2 -0.1 -0.1
H -2.714 3.638 -5.339 0.0 0.0 0.0
H -4.042 4.429 -4.469 0.0 0.0 0.0
H -2.461 5.216 -4.602 -0.1 0.0 0.0
H -3.007 2.613 -3.082 0.0 0.0 0.0
H -2.768 4.198 -2.327 -0.1 -0.1 0.0
H -0.660 4.170 -3.281 0.1 0.0 0.0
```
Positions in Å, forces in eV/Å.

Atom charges from the Löwdin analysis, given in e for atoms 1 to 6: 0.0314 -0.4575 0.0355 -0.0433 -0.0247 -0.1812

=====

Question: Number 1 is which compound?
Answer: C25H53N4O8

=====

Question: Among the records above, which one has the highest maximum force?
Answer: C25H53N4O8

=====

Question: Which formula does entry 1 have?
Answer: C25H53N4O8